No. 1
Molecular formula: C4H13N2
Method: DFT, ωB97M-V/def2-TZVPD

Last column: Löwdin charge in e.
Geometry (Å):
H (-0.161, 1.141, -1.339)  0.131
N (1.499, 0.326, 0.520)  -0.002
H (3.512, -0.543, 0.523)  0.096
H (1.067, 0.018, -1.668)  0.109
H (-1.648, -1.673, 1.176)  0.125
C (2.632, -0.295, -0.067)  -0.186
H (0.367, 0.720, 0.285)  0.108
H (-3.302, 1.220, -0.175)  0.067
N (-2.384, 1.356, 0.248)  0.169
H (0.014, -1.797, -0.761)  0.133
H (2.899, 0.215, -1.027)  0.102
H (2.446, -1.388, -0.385)  0.113
C (0.365, 0.288, -0.888)  -0.129
C (-0.609, -0.918, -0.610)  -0.201
H (-1.980, 0.162, 0.842)  0.066
H (-0.298, -0.484, 1.397)  0.108
C (-1.188, -0.764, 0.767)  -0.005
H (-2.397, 2.094, 0.953)  0.068
H (-1.520, -0.848, -1.225)  0.128

Computed properties:
* frontier orbital gap: 0.165 hartree
* calculated total energy: -269.0670 Eh
* net charge: +1
* HOMO energy: -12.7 eV

=====

No. 2
Molecular formula: C72H57Cl2N7O4P2S7Sr
Method: DFT, ωB97M-V/def2-TZVPD

Last column: Löwdin charge in e.
Geometry (Å):
S (-0.828, -2.040, 3.694)  0.902
H (4.265, 4.629, -0.026)  0.127
H (2.402, 1.415, -5.832)  0.100
C (-4.667, 2.360, -0.357)  -0.088
C (3.465, 2.101, 5.735)  -1.183
C (1.208, -5.618, 3.842)  -0.104
C (5.253, -1.190, 2.463)  -0.116
H (-0.573, 3.746, -2.637)  0.026
C (4.303, -2.332, -2.236)  -0.107
H (-2.635, 3.071, -2.973)  0.081
H (-2.233, -1.760, 1.200)  0.072
C (-1.962, 2.582, 2.707)  -0.259
O (0.545, 4.083, 2.272)  -0.341
H (-0.894, -4.242, -5.710)  0.100
H (0.426, 1.791, 5.956)  -0.021
H (2.267, 3.903, -5.848)  0.096
N (5.215, 1.414, -1.737)  0.132
C (-0.441, -0.499, 2.873)  -1.067
C (-3.080, -1.782, -5.277)  -0.047
C (0.985, 1.200, -4.236)  -0.119
C (-1.620, -0.325, -3.382)  -0.216
C (4.590, 0.192, 0.293)  -0.199
N (-1.326, 0.444, 3.017)  -0.089
C (-1.714, -1.725, -3.319)  -0.174
C (-3.909, 1.374, 0.260)  -0.078
H (-4.774, 3.754, -1.999)  0.099
H (5.201, -2.185, -2.827)  0.099
N (3.886, 0.431, 1.396)  0.117
C (-2.982, 2.575, -2.074)  -0.173
Cl (2.241, 8.479, -2.469)  0.586
C (2.621, 6.108, -1.175)  -0.084
C (-3.153, 2.190, 3.564)  -0.038
C (2.966, -3.705, -0.768)  -0.091
C (1.978, -2.714, -0.709)  -0.344
C (3.232, 1.088, 6.618)  -1.034
H (-4.261, 0.895, 1.167)  0.092
H (4.886, -4.283, -1.530)  0.097
H (-3.657, -2.340, -6.007)  0.104
C (3.269, 4.180, 0.108)  -0.199
H (-1.805, 7.891, 1.880)  0.089
H (-3.979, 4.217, 2.092)  0.095
H (-1.987, -5.636, -5.609)  0.075
H (-4.346, -4.036, -3.126)  0.091
H (-4.013, -5.539, -4.011)  0.080
C (1.952, -3.954, 2.261)  -0.126
C (2.184, -4.739, 3.389)  -0.079
H (3.669, 6.387, -1.105)  0.110
H (3.461, -0.420, -2.746)  0.086
C (-4.253, -3.737, 3.057)  -0.060
H (-0.429, 0.457, 6.794)  0.025
H (-5.040, -4.745, -0.096)  0.090
H (0.320, 6.636, 2.126)  0.112
C (-2.269, 0.302, -4.442)  -0.092
C (3.197, 2.164, -2.300)  -0.166
C (-3.011, -0.403, -5.377)  -0.076
H (-0.626, -7.518, -1.819)  0.097
C (-4.195, 2.968, -1.520)  -0.114
C (4.273, 1.009, -0.913)  -0.343
C (-0.743, -6.444, -1.917)  -0.079
H (2.833, -4.633, -0.223)  0.100
H (5.533, -1.729, 3.364)  0.105
C (-2.217, 1.580, -1.469)  -0.354
H (6.136, -0.963, -0.656)  0.102
P (-0.694, 0.755, -2.092)  1.188
H (-3.984, 6.654, 1.802)  0.080
C (-1.643, -4.539, -3.103)  -0.112
C (4.123, -3.512, -1.512)  -0.087
C (-3.943, -4.446, -4.058)  -0.021
C (5.600, -0.761, 0.265)  -0.095
S (1.862, -0.006, 6.629)  0.771
C (-1.939, -4.542, -5.582)  -0.029
H (1.062, 0.115, -4.223)  0.110
H (-2.879, -2.337, 4.863)  0.068
C (-0.056, 5.425, -1.206)  -0.559
H (0.505, 1.656, 7.741)  0.034
S (7.174, 2.000, 7.946)  0.375
C (0.360, 6.632, -1.710)  -0.136
H (-2.513, -4.153, -6.429)  0.074
C (-2.685, 0.998, -0.288)  -0.093
C (1.744, 1.932, -5.141)  -0.107
H (0.437, -6.004, -0.185)  0.099
H (1.389, -6.233, 4.716)  0.091
C (1.668, 3.326, -5.151)  -0.107
H (-2.855, -0.900, 3.805)  0.056
H (-3.766, 1.431, 3.069)  0.054
H (4.961, 2.614, -3.379)  0.142
O (3.163, 3.218, 0.856)  -0.150
N (5.940, -1.461, 1.349)  0.083
O (-1.062, -2.335, -2.280)  -0.012
H (3.127, -4.649, 3.920)  0.100
H (2.439, 2.713, -2.859)  0.099
S (4.499, 0.706, 7.758)  0.857
C (-4.873, -4.457, 2.030)  -0.105
H (-4.502, -3.950, 4.094)  0.102
H (1.448, -0.736, -1.332)  0.034
C (-3.312, -2.753, 2.774)  -0.278
C (-4.554, -4.195, 0.703)  -0.103
H (-3.767, 3.055, 3.808)  0.064
C (0.123, 1.841, -3.334)  -0.374
H (-4.572, -4.093, -4.884)  0.078
N (4.499, 2.155, -2.622)  0.040
C (2.181, -1.531, -1.416)  -0.107
C (3.329, -1.345, -2.190)  -0.105
S (2.450, 2.808, 4.536)  0.501
Sr (1.151, 2.190, 1.384)  1.266
S (1.079, -0.597, 2.049)  0.504
C (-1.500, -5.918, -2.943)  -0.049
C (-1.823, 6.810, 1.988)  -0.127
N (-1.048, 1.705, 2.440)  -0.053
C (-2.482, -3.998, -4.246)  -0.432
H (3.641, -0.065, 3.388)  0.087
H (-0.803, -6.331, 3.548)  0.096
C (-0.145, -5.586, -0.997)  -0.084
H (-5.620, 2.661, 0.067)  0.099
Cl (-1.750, 5.100, -1.164)  0.856
C (-2.419, -2.470, -4.270)  -0.099
H (-2.190, 1.379, -4.542)  0.099
C (-3.603, -3.214, 0.408)  -0.074
C (0.750, -4.041, 1.561)  -0.423
C (-1.853, 4.022, 2.315)  -0.104
C (0.059, 3.229, -3.350)  -0.109
H (-1.988, -6.587, -3.645)  0.103
C (-0.591, 4.700, 2.230)  -0.381
C (4.219, -0.264, 2.486)  -0.134
C (-1.015, -3.715, -2.184)  -0.197
C (-3.050, 6.125, 1.959)  -0.149
H (-3.526, 0.119, -6.177)  0.098
H (-1.217, -4.911, 1.586)  0.101
H (-3.325, -3.011, -0.625)  0.095
H (-2.785, 1.741, 4.488)  0.077
C (0.854, 4.400, -0.749)  -0.394
H (0.768, 5.055, -4.236)  0.107
C (-2.992, -2.504, 1.433)  -0.067
C (-3.037, 4.756, 2.138)  -0.101
C (-0.016, -5.680, 3.181)  -0.100
S (5.063, 2.798, 5.971)  0.875
H (-0.379, 7.336, -2.081)  0.104
C (-0.284, -4.207, -1.092)  -0.241
C (1.721, 6.962, -1.731)  -0.668
C (2.215, 4.871, -0.642)  -0.110
C (5.655, 1.840, 7.254)  -1.563
C (-0.637, 6.122, 2.126)  -0.035
H (2.707, -3.244, 1.943)  0.085
O (0.487, 3.186, -0.524)  -0.280
N (3.008, 1.439, -1.223)  0.152
C (-0.242, -4.888, 2.062)  -0.155
C (0.453, 1.105, 6.801)  -0.416
H (-5.600, -5.228, 2.273)  0.090
H (-2.080, 0.242, 0.211)  0.082
P (0.338, -2.918, 0.148)  1.096
C (0.827, 3.970, -4.252)  -0.068
C (-2.623, -1.965, 3.872)  -0.409

Computed properties:
* frontier orbital gap: 0.201 hartree
* calculated total energy: -7883.5348 Eh
* net charge: -2
* HOMO energy: -2.2 eV

=====

Copy entry 1 word for word.
Molecular formula: C4H13N2
Method: DFT, ωB97M-V/def2-TZVPD

Last column: Löwdin charge in e.
Geometry (Å):
H (-0.161, 1.141, -1.339)  0.131
N (1.499, 0.326, 0.520)  -0.002
H (3.512, -0.543, 0.523)  0.096
H (1.067, 0.018, -1.668)  0.109
H (-1.648, -1.673, 1.176)  0.125
C (2.632, -0.295, -0.067)  -0.186
H (0.367, 0.720, 0.285)  0.108
H (-3.302, 1.220, -0.175)  0.067
N (-2.384, 1.356, 0.248)  0.169
H (0.014, -1.797, -0.761)  0.133
H (2.899, 0.215, -1.027)  0.102
H (2.446, -1.388, -0.385)  0.113
C (0.365, 0.288, -0.888)  -0.129
C (-0.609, -0.918, -0.610)  -0.201
H (-1.980, 0.162, 0.842)  0.066
H (-0.298, -0.484, 1.397)  0.108
C (-1.188, -0.764, 0.767)  -0.005
H (-2.397, 2.094, 0.953)  0.068
H (-1.520, -0.848, -1.225)  0.128

Computed properties:
* frontier orbital gap: 0.165 hartree
* calculated total energy: -269.0670 Eh
* net charge: +1
* HOMO energy: -12.7 eV

=====

calculated total energy of number 1 (C4H13N2)?
-269.0670 Eh

=====

What is the frontier orbital gap in the second record?
0.201 hartree

=====

What is the frontier orbital gap in the second record?
0.201 hartree